{
  "formula": "C9H18BF4LiO5",
  "method": "ωB97M-V/def2-TZVPD",
  "energy_ha": -1161.90357,
  "symbols": ["Li", "B", "F", "F", "F", "F", "C", "O", "H", "H", "H", "H", "C", "O", "H", "H", "H", "H", "C", "O", "H", "H", "H", "H", "C", "C", "C", "C", "C", "C", "O", "O", "H", "H", "H", "H", "H", "H"],
  "xyz": [[18.519, 41.876, 16.075], [19.029, 45.104, 15.977], [20.082, 45.836, 15.389], [19.096, 43.799, 15.542], [18.914, 45.277, 17.317], [17.794, 45.600, 15.581], [20.942, 40.942, 13.053], [20.804, 41.661, 14.337], [21.196, 41.745, 12.332], [19.943, 40.533, 12.873], [21.972, 40.613, 13.102], [21.499, 42.282, 14.387], [16.296, 41.518, 18.174], [16.551, 42.129, 16.946], [17.122, 40.867, 18.448], [15.373, 41.082, 18.017], [16.358, 42.518, 18.727], [15.939, 42.959, 16.886], [20.610, 42.113, 18.550], [20.115, 41.479, 17.330], [21.321, 42.929, 18.557], [21.018, 41.250, 19.144], [19.730, 42.419, 19.126], [20.821, 40.827, 16.985], [16.797, 41.705, 13.669], [15.670, 42.081, 12.858], [14.447, 41.352, 12.916], [14.368, 40.246, 13.902], [15.522, 39.898, 14.691], [16.776, 40.647, 14.533], [17.894, 40.189, 15.234], [13.344, 41.816, 12.391], [17.759, 42.517, 13.681], [15.814, 42.993, 12.415], [13.442, 39.609, 14.088], [15.300, 39.104, 15.285], [17.658, 39.195, 15.415], [13.651, 41.796, 11.443]]
}